# 1
The following is a DFT calculation (ωB97M-V with the def2-TZVPD basis set) of C29H48IrNOP3S as an isolated structure in a non-equilibrium geometry.

Calculated values
E in eV: -75898.831
Gap between HOMO and LUMO (spin up / spin down) in hartree: 0.1769 / 0.1270
Multiplicity: 5
Lowest unoccupied orbital energy (spin up / spin down) in eV: -8.641 / -11.723
Net charge: +3

```
84
Properties=species:S:1:pos:R:3:forces:R:3
Ir 0.466 -0.079 -0.515 0.704 -1.542 4.100
P 2.273 1.010 0.911 1.303 0.659 0.605
P -0.467 1.824 -1.234 -1.037 1.476 -1.043
P 2.188 -0.508 -1.931 2.655 -0.064 -3.297
H -1.317 -2.449 -0.182 0.350 0.093 -0.022
C -0.280 -2.524 -0.523 1.066 -0.054 0.719
C 0.795 -2.493 0.351 -0.886 -0.063 -0.266
H 0.640 -2.428 1.434 -0.009 0.157 -0.597
C 1.953 1.480 2.671 -0.619 -0.175 0.036
C 3.011 2.620 0.377 -0.118 0.018 -0.191
C 3.765 -0.026 1.168 -0.070 -0.117 0.002
C -2.236 1.406 -1.518 -0.274 0.080 0.043
C -0.693 3.302 -0.189 0.355 -0.112 0.398
C 0.149 2.497 -2.794 -0.023 0.082 -0.032
C 3.270 -1.978 -1.632 -0.157 -0.047 0.440
C 3.432 0.827 -2.297 0.034 0.165 0.473
C 1.874 -0.772 -3.736 -0.564 -0.420 0.046
H -0.143 -2.874 -1.544 -0.052 0.252 0.190
H 1.778 -2.855 0.050 -0.425 0.222 -0.027
H 1.406 0.698 3.208 0.127 0.308 -0.034
H 1.392 2.424 2.727 0.047 -0.240 -0.026
H 2.915 1.633 3.183 -0.260 -0.018 -0.348
H 2.268 3.236 -0.150 0.369 -0.132 0.114
H 3.879 2.456 -0.272 -0.367 0.147 0.165
H 3.360 3.169 1.266 -0.195 -0.248 -0.274
H 3.460 -1.049 1.412 0.159 0.124 -0.008
H 4.342 0.379 2.013 -0.157 -0.077 -0.312
H 4.405 -0.031 0.279 -0.156 -0.114 0.242
H -2.485 1.576 -2.573 -0.083 -0.060 0.406
H -2.833 2.062 -0.871 0.038 -0.061 -0.376
H -2.502 0.380 -1.221 0.091 0.282 -0.255
H -0.967 4.150 -0.832 0.099 -0.255 0.135
H 0.212 3.550 0.370 -0.133 0.145 -0.060
H -1.516 3.128 0.515 0.244 0.016 -0.066
H -0.493 3.327 -3.105 0.064 -0.107 -0.019
H 0.155 1.731 -3.571 -0.065 0.032 0.058
H 1.164 2.878 -2.661 -0.097 0.036 -0.016
H 4.181 -1.927 -2.255 -0.534 0.173 0.125
H 2.708 -2.884 -1.903 0.217 0.229 0.031
H 3.584 -2.056 -0.583 -0.046 -0.018 -0.384
H 3.973 0.575 -3.225 -0.325 -0.068 0.465
H 4.181 0.966 -1.509 -0.240 -0.008 -0.288
H 2.899 1.771 -2.473 0.271 -0.239 0.107
H 2.833 -0.965 -4.250 -0.358 0.092 0.442
H 1.410 0.126 -4.170 0.111 -0.412 0.101
H 1.202 -1.629 -3.859 0.318 0.396 -0.210
C -1.485 -1.450 -3.936 -1.022 0.282 -1.749
C -2.475 -0.652 -4.551 0.682 -0.432 0.193
C -2.948 -1.020 -5.813 -0.143 -0.051 0.048
C -2.461 -2.151 -6.466 0.080 -0.081 -0.082
C -1.502 -2.947 -5.844 -0.123 -0.165 -0.105
C -1.035 -2.613 -4.580 0.303 0.340 0.479
O -0.716 -1.038 -2.879 0.070 1.423 2.679
H -1.039 -0.450 -2.077 -0.426 -1.842 -2.905
H -2.804 0.281 -4.095 0.000 -0.310 -0.126
H -3.697 -0.406 -6.313 0.206 -0.106 0.206
H -2.800 -2.405 -7.473 0.036 0.135 0.421
H -1.097 -3.829 -6.353 -0.213 0.376 0.234
H -0.226 -3.193 -4.118 -0.423 0.100 -0.153
N -0.601 0.243 1.209 0.987 0.538 -1.140
S -1.839 -0.506 2.050 -1.931 0.668 2.750
C -1.152 -1.597 3.322 0.494 -0.318 0.489
C -2.076 -2.301 4.110 -0.003 0.277 -0.435
C -1.624 -3.093 5.164 0.152 0.092 -0.157
C -0.254 -3.193 5.433 -0.037 0.140 0.019
C 0.666 -2.471 4.668 -0.071 0.174 -0.220
C 0.213 -1.663 3.614 0.006 -0.070 -0.176
C -2.378 0.830 3.169 -1.546 -1.443 -4.299
C -1.686 1.152 4.346 1.914 0.296 2.769
C -2.134 2.207 5.157 -0.895 0.809 0.059
C -3.229 2.979 4.778 2.253 0.457 3.312
C -3.880 2.687 3.583 -1.352 -0.515 -2.243
C -3.470 1.621 2.778 0.342 -0.921 -0.611
H -0.424 1.123 1.699 0.064 -0.094 -0.136
H -3.136 -2.198 3.890 0.080 -0.169 0.148
H -2.349 -3.630 5.772 0.191 0.098 -0.144
H 0.091 -3.819 6.260 -0.107 0.217 -0.316
H 1.739 -2.525 4.885 -0.518 -0.007 -0.088
H 0.912 -1.107 2.983 -0.167 -0.290 0.377
H -0.811 0.568 4.648 -0.302 0.280 -0.033
H -1.613 2.418 6.090 -0.121 -0.046 -0.248
H -3.556 3.810 5.409 0.087 -0.385 -0.303
H -4.722 3.303 3.274 0.094 -0.172 -0.063
H -3.994 1.379 1.853 -0.015 0.183 0.257
```
Positions in Å, forces in eV/Å.

---

# 2
The following is a DFT calculation (ωB97M-V with the def2-TZVPD basis set) of one molecule with the formula C16H27N3S in a non-equilibrium geometry.

Calculated values
E in eV: -32332.587
Gap between HOMO and LUMO in hartree: 0.3234
SMILES: CSc1ccccc1N1C[C@@H](C)N(CCCN)[C@@H](C)C1
Multiplicity: 1
Lowest unoccupied orbital energy in eV: 0.822
Net charge: 0

```
47
Properties=species:S:1:pos:R:3:forces:R:3
C -1.877 -2.077 -4.062 -0.770 0.601 0.013
S -1.754 -2.940 -2.416 -0.426 0.391 -0.677
C -0.089 -2.698 -1.812 -0.866 -1.306 -1.861
C 0.744 -3.782 -2.019 0.576 -1.795 -0.667
C 2.017 -3.813 -1.461 0.592 1.383 -0.475
C 2.574 -2.691 -0.847 -2.831 1.039 0.051
C 1.702 -1.607 -0.672 1.179 0.266 -0.450
C 0.402 -1.574 -1.243 1.824 0.043 2.588
N -0.344 -0.457 -0.990 -1.695 1.967 0.381
C 0.175 0.816 -1.549 -0.008 -0.347 2.418
C 0.473 1.769 -0.374 0.618 0.348 0.919
C 0.810 3.181 -0.878 -0.105 -0.289 -2.067
N -0.670 1.840 0.635 3.393 1.379 0.722
C -0.078 2.010 2.044 -2.523 -0.795 0.217
C 0.620 0.794 2.807 -0.118 1.476 -1.279
C 1.128 1.251 4.222 1.699 -1.027 -1.669
N 1.354 0.034 5.008 0.478 -0.869 0.329
C -1.750 0.951 0.422 -1.002 -0.247 0.970
C -2.721 1.339 -0.688 -1.817 1.124 1.030
C -1.263 -0.425 0.202 -1.238 -2.568 -1.614
H -0.939 -2.063 -4.613 0.210 0.093 0.363
H -2.264 -1.030 -3.894 0.532 -1.089 -0.304
H -2.583 -2.615 -4.753 0.430 0.315 1.095
H 0.384 -4.584 -2.739 0.526 0.864 1.406
H 2.792 -4.495 -1.633 0.234 -1.908 -0.628
H 3.590 -2.631 -0.541 0.588 -0.192 0.344
H 2.090 -0.700 -0.163 -0.489 -0.612 -0.369
H 1.166 0.598 -1.978 -0.703 0.196 -0.540
H -0.558 1.305 -2.197 0.292 -0.232 -0.429
H 1.434 1.390 0.103 -1.227 0.108 -0.116
H 0.767 3.945 -0.111 0.086 0.028 0.119
H 0.033 3.392 -1.652 0.356 0.336 0.647
H 1.784 3.252 -1.474 -1.023 -0.273 1.093
H -0.956 2.138 2.740 0.518 0.788 -0.928
H 0.493 2.956 1.953 0.029 -0.772 0.548
H -0.102 -0.050 2.912 0.450 0.745 0.060
H 1.361 0.487 2.056 0.523 -0.472 0.975
H 2.001 1.986 4.156 -0.766 -1.459 0.065
H 0.402 1.748 4.755 -2.098 1.855 0.487
H 0.445 -0.392 5.211 0.380 0.157 -0.272
H 1.776 0.160 5.925 0.088 0.410 -0.318
H -2.314 0.878 1.396 0.360 0.407 -0.859
H -3.751 1.320 -0.257 0.593 0.011 -0.375
H -2.750 0.689 -1.509 0.249 -1.449 -0.998
H -2.643 2.308 -1.164 0.520 0.580 0.458
H -0.942 -0.807 1.185 1.050 -0.142 -0.663
H -2.172 -1.107 -0.043 1.334 0.930 0.258
```
Positions in Å, forces in eV/Å.

---

# 3
The following is a DFT calculation (ωB97M-V with the def2-TZVPD basis set) of a 2-piece molecular cluster, C5H12NO overall in a non-equilibrium geometry.

Calculated values
E in eV: -8909.285
Gap between HOMO and LUMO in hartree: 0.3442
Multiplicity: 1
ΔE to the lowest compared entry with this formula, charge and spin in kJ/mol: 129.7
Lowest unoccupied orbital energy in eV: -5.068
Net charge: +1

```
19
Properties=species:S:1:pos:R:3:forces:R:3
C -0.067 1.650 -0.350 -0.283 -0.608 0.615
C -0.429 0.700 0.840 -0.513 0.222 -0.156
C -1.285 -0.461 0.423 -0.025 0.998 -1.320
C -2.607 -0.518 0.516 -0.156 -0.760 0.894
C 0.537 -1.381 -0.859 0.412 -0.585 0.332
N -0.695 -1.371 -0.534 -0.382 1.178 -0.196
H -0.715 1.469 -1.207 0.111 -0.037 -0.106
H -0.287 2.654 -0.004 0.331 0.222 -0.175
H 0.981 1.544 -0.619 -0.026 0.236 -0.189
H 0.458 0.385 1.379 0.116 -0.016 0.188
H -1.067 1.284 1.501 0.205 -0.204 0.328
H -3.152 0.099 1.218 0.114 0.272 -0.181
H -3.190 -1.322 0.082 0.070 0.030 -0.215
H 0.913 -2.210 -1.446 -0.166 0.323 -0.622
H 1.234 -0.651 -0.460 0.079 -0.240 0.371
H -1.388 -1.772 -1.163 0.181 -1.033 0.436
H 3.610 0.640 0.628 -0.144 -0.024 -0.084
H 3.939 -0.677 -0.043 -0.033 -0.028 -0.057
O 3.211 -0.062 0.098 0.108 0.053 0.136
```
Positions in Å, forces in eV/Å.

---

# 4
The following is a DFT calculation (ωB97M-V with the def2-TZVPD basis set) of C19H43GaOP3S2 as an isolated structure in a non-equilibrium geometry.

Calculated values
E in eV: -124334.473
Gap between HOMO and LUMO in hartree: 0.2011
Multiplicity: 1
ΔE to the lowest compared entry with this formula, charge and spin in kJ/mol: 40.7
Lowest unoccupied orbital energy in eV: -10.477
Net charge: +3

```
69
Properties=species:S:1:pos:R:3:forces:R:3
Ga -1.023 0.293 -0.707 1.120 -1.845 0.645
P -0.609 -0.845 -2.744 0.576 -0.516 -1.917
P 1.167 1.411 -0.727 0.939 0.944 0.427
P -2.950 -0.908 0.136 0.299 0.244 0.348
H -0.257 4.755 1.625 -0.193 -0.132 0.334
C -1.016 4.335 2.292 -0.245 0.271 0.892
C -0.760 3.402 3.224 -0.011 -0.417 -1.265
H 0.250 2.939 3.262 -0.873 0.309 0.395
C -1.088 0.248 -4.132 -0.329 -0.060 0.106
C 1.132 -1.285 -3.132 0.191 -0.017 0.313
C -1.453 -2.447 -2.914 -0.283 -0.225 0.005
C 1.496 2.472 0.707 -0.157 0.134 0.390
C 2.723 0.418 -0.674 -0.270 -0.836 -0.066
C 1.426 2.479 -2.186 -0.497 -0.099 -0.008
C -3.270 -0.321 1.851 -0.115 -0.116 0.085
C -2.601 -2.693 0.327 0.373 0.007 -0.126
C -4.346 -0.935 -1.053 0.040 0.432 -0.200
H -1.991 4.847 2.291 0.554 -0.336 -0.264
H -1.587 2.968 3.812 0.757 0.453 0.062
H -0.954 -0.245 -5.108 -0.037 0.095 0.418
H -0.488 1.168 -4.112 -0.110 -0.264 0.006
H -2.139 0.537 -4.007 0.147 -0.040 -0.184
H 1.207 -1.858 -4.076 -0.330 0.295 0.412
H 1.525 -1.908 -2.316 -0.073 0.107 -0.302
H 1.765 -0.391 -3.233 -0.251 -0.274 0.010
H -1.265 -2.892 -3.905 -0.030 0.320 0.286
H -2.537 -2.361 -2.764 0.348 0.015 -0.190
H -1.065 -3.140 -2.156 0.074 0.209 -0.318
H 2.129 3.318 0.398 -0.177 -0.268 0.078
H 2.066 1.845 1.404 -0.164 0.343 -0.038
H 0.606 2.846 1.228 0.242 -0.096 -0.398
H 3.528 0.972 -1.181 -0.400 0.047 0.113
H 2.619 -0.556 -1.162 0.121 0.295 0.202
H 3.017 0.254 0.372 -0.211 0.065 -0.434
H 2.427 2.924 -2.059 -0.401 -0.081 -0.138
H 0.653 3.259 -2.215 0.284 -0.089 -0.045
H 1.386 1.904 -3.122 0.130 0.215 0.267
H -4.333 -0.092 1.995 0.242 -0.077 -0.016
H -2.679 0.563 2.148 -0.276 -0.318 -0.438
H -2.971 -1.148 2.512 -0.267 0.198 -0.165
H -3.554 -3.235 0.435 0.228 0.247 0.049
H -1.957 -2.886 1.191 -0.291 0.115 -0.094
H -2.084 -3.073 -0.559 -0.288 0.047 0.279
H -5.232 -1.118 -0.434 -0.052 -0.004 -0.299
H -4.220 -1.753 -1.787 -0.048 0.238 0.667
H -4.472 -0.003 -1.632 0.039 -0.347 0.569
C -4.386 3.366 0.374 -1.152 1.527 0.639
C -5.425 3.695 -0.522 1.180 -0.984 -0.561
C -6.497 4.473 -0.155 -0.095 0.363 0.644
C -6.492 5.068 1.114 -0.288 -0.368 -0.164
C -5.491 4.752 2.033 -0.265 0.080 -0.161
C -4.448 3.887 1.666 -0.155 0.065 -0.055
S -3.200 2.243 -0.310 1.509 -0.881 -0.041
H -1.946 2.215 0.385 -1.664 0.947 -0.046
H -5.327 3.294 -1.527 -0.354 0.095 -0.054
H -7.339 4.606 -0.833 0.365 0.164 0.076
H -7.318 5.731 1.377 0.309 -0.198 0.089
H -5.573 5.167 3.050 0.347 -0.301 -0.620
H -3.694 3.664 2.390 0.277 -0.239 0.307
C 1.240 -3.619 1.440 -0.176 0.133 0.066
S 0.580 -2.011 1.941 0.101 0.191 -0.701
C 2.110 -1.276 2.531 0.163 -0.099 -0.003
O 0.267 -1.266 0.612 -0.109 0.205 -0.126
H 1.604 -4.099 2.361 -0.004 0.085 -0.325
H 2.038 -3.487 0.693 -0.231 0.006 0.356
H 0.417 -4.216 1.027 0.198 0.188 0.146
H 2.935 -1.603 1.878 -0.245 0.180 0.362
H 2.000 -0.184 2.523 -0.100 -0.345 0.026
H 2.259 -1.602 3.570 0.061 0.000 -0.306
```
Positions in Å, forces in eV/Å.

---

# 5
The following is a DFT calculation (ωB97M-V with the def2-TZVPD basis set) of a 2-piece molecular cluster, C12H18PS overall in a non-equilibrium geometry.

Calculated values
E in eV: -32848.302
Gap between HOMO and LUMO (spin up / spin down) in hartree: 0.3053 / 0.2025
Multiplicity: 1
ΔE to the lowest compared entry with this formula, charge and spin in kJ/mol: 138.4
Lowest unoccupied orbital energy (spin up / spin down) in eV: -3.754 / -6.270
Net charge: +1

```
32
Properties=species:S:1:pos:R:3:forces:R:3
C -0.184 -1.226 3.563 -0.786 1.527 1.150
C -0.362 -0.133 2.615 1.249 -1.803 0.064
C 0.826 -2.079 3.267 0.376 -0.461 -0.867
C 0.528 -0.240 1.593 0.013 -1.259 -0.184
C -0.937 -1.030 -1.018 -0.819 -2.908 -2.676
C 0.259 -0.880 -1.766 -0.654 1.163 2.876
C -1.818 -2.010 -1.346 0.451 -0.123 -0.151
C 1.152 0.005 -1.255 1.348 0.584 -0.570
C -3.177 -2.487 -0.949 0.505 1.139 -2.549
C 2.342 0.416 -2.089 -1.091 -1.401 -2.045
C 2.731 1.170 0.825 -1.224 1.187 2.024
C -1.426 2.980 -0.064 0.667 -0.721 0.495
P 0.979 0.865 0.277 0.770 -0.224 0.447
S 1.532 -1.714 1.736 -0.816 1.270 0.183
H -0.751 -1.120 4.510 0.508 -0.780 -0.666
H -1.095 0.631 2.718 -0.319 0.487 0.127
H 1.294 -2.966 3.710 -0.782 0.529 0.389
H -1.015 -0.367 -0.259 -1.181 1.839 2.252
H 0.462 -1.420 -2.622 0.344 -1.044 -1.752
H -1.443 -2.710 -2.083 0.353 0.184 -0.354
H -3.561 -2.893 -1.918 -0.073 -0.170 1.138
H -3.051 -3.210 -0.212 -0.125 -1.619 1.197
H -3.868 -1.747 -0.643 -0.500 0.913 0.629
H 2.788 1.293 -1.793 1.052 2.017 1.049
H 1.969 0.676 -3.126 0.607 -0.747 0.916
H 3.140 -0.354 -2.113 -0.570 0.254 -0.162
H 2.936 2.224 0.639 0.532 -0.161 0.161
H 3.408 0.518 0.386 1.169 -0.987 -1.591
H 2.891 0.872 1.914 -0.850 0.977 -1.192
H -1.940 2.547 0.771 -0.100 0.110 0.307
H -1.745 2.702 -1.035 -0.165 -0.137 -0.771
H -0.670 3.724 0.062 0.110 0.366 0.126
```
Positions in Å, forces in eV/Å.

---

Copy entry 5 word for word.
The following is a DFT calculation (ωB97M-V with the def2-TZVPD basis set) of a 2-piece molecular cluster, C12H18PS overall in a non-equilibrium geometry.

Calculated values
E in eV: -32848.302
Gap between HOMO and LUMO (spin up / spin down) in hartree: 0.3053 / 0.2025
Multiplicity: 1
ΔE to the lowest compared entry with this formula, charge and spin in kJ/mol: 138.4
Lowest unoccupied orbital energy (spin up / spin down) in eV: -3.754 / -6.270
Net charge: +1

```
32
Properties=species:S:1:pos:R:3:forces:R:3
C -0.184 -1.226 3.563 -0.786 1.527 1.150
C -0.362 -0.133 2.615 1.249 -1.803 0.064
C 0.826 -2.079 3.267 0.376 -0.461 -0.867
C 0.528 -0.240 1.593 0.013 -1.259 -0.184
C -0.937 -1.030 -1.018 -0.819 -2.908 -2.676
C 0.259 -0.880 -1.766 -0.654 1.163 2.876
C -1.818 -2.010 -1.346 0.451 -0.123 -0.151
C 1.152 0.005 -1.255 1.348 0.584 -0.570
C -3.177 -2.487 -0.949 0.505 1.139 -2.549
C 2.342 0.416 -2.089 -1.091 -1.401 -2.045
C 2.731 1.170 0.825 -1.224 1.187 2.024
C -1.426 2.980 -0.064 0.667 -0.721 0.495
P 0.979 0.865 0.277 0.770 -0.224 0.447
S 1.532 -1.714 1.736 -0.816 1.270 0.183
H -0.751 -1.120 4.510 0.508 -0.780 -0.666
H -1.095 0.631 2.718 -0.319 0.487 0.127
H 1.294 -2.966 3.710 -0.782 0.529 0.389
H -1.015 -0.367 -0.259 -1.181 1.839 2.252
H 0.462 -1.420 -2.622 0.344 -1.044 -1.752
H -1.443 -2.710 -2.083 0.353 0.184 -0.354
H -3.561 -2.893 -1.918 -0.073 -0.170 1.138
H -3.051 -3.210 -0.212 -0.125 -1.619 1.197
H -3.868 -1.747 -0.643 -0.500 0.913 0.629
H 2.788 1.293 -1.793 1.052 2.017 1.049
H 1.969 0.676 -3.126 0.607 -0.747 0.916
H 3.140 -0.354 -2.113 -0.570 0.254 -0.162
H 2.936 2.224 0.639 0.532 -0.161 0.161
H 3.408 0.518 0.386 1.169 -0.987 -1.591
H 2.891 0.872 1.914 -0.850 0.977 -1.192
H -1.940 2.547 0.771 -0.100 0.110 0.307
H -1.745 2.702 -1.035 -0.165 -0.137 -0.771
H -0.670 3.724 0.062 0.110 0.366 0.126
```
Positions in Å, forces in eV/Å.

---

Which of these has the lowest net charge? C16H27N3S